# 1
Density functional theory data (ωB97M-V/def2-TZVPD) for C21H16F3N7O in the gas phase in a non-equilibrium geometry.

Structure (ORCA input):
```
! wB97M-V def2-TZVPD RIJCOSX def2/J DEFGRID3
* xyz 0 1
C 2.31229 -4.82418 1.81165
C 3.14817 -5.29449 0.65402
C 4.20178 -6.18140 0.88545
C 5.05910 -6.63197 -0.10624
N 4.91393 -6.15424 -1.37062
C 3.87919 -5.30332 -1.64259
C 2.98569 -4.83820 -0.66382
C 2.05852 -3.77167 -1.05852
O 1.51153 -3.84598 -2.15072
N 1.90206 -2.65353 -0.23601
C 1.18619 -1.51337 -0.40700
C 0.59683 -1.04602 -1.62334
C -0.04526 0.22886 -1.63510
C -0.04382 0.93524 -0.39808
C -0.60303 2.30099 -0.26958
C -1.98813 2.46256 -0.26722
C -2.59762 3.68869 -0.04321
C -4.05928 3.76960 0.06607
N -4.90533 2.77162 -0.41965
N -6.11486 3.13466 -0.19742
N -6.04411 4.30270 0.44592
C -7.16084 5.08690 0.96481
N -4.77520 4.75221 0.55957
C -1.77955 4.85509 0.12417
C -0.36332 4.68418 0.12021
C 0.23257 3.41147 -0.09044
C 1.73753 3.34980 -0.18818
F 2.23507 4.59668 -0.45053
F 2.13038 2.52732 -1.24891
F 2.16326 2.89446 1.01763
C 0.48624 0.30215 0.73696
N 1.10629 -0.87722 0.74658
H 2.26836 -5.55674 2.63201
H 2.66357 -3.85769 2.20043
H 1.27857 -4.69924 1.51925
H 4.35460 -6.51668 1.90848
H 5.85468 -7.32527 0.11008
H 3.91635 -4.88437 -2.65285
H 2.40949 -2.71465 0.63276
H 0.79075 -1.57952 -2.58286
H -0.42445 0.57293 -2.60886
H -2.58931 1.54809 -0.43770
H -7.92314 5.12372 0.21599
H -7.57073 4.58023 1.81182
H -6.86467 6.06153 1.22625
H -2.19289 5.82882 0.34782
H 0.22240 5.59300 0.28549
H 0.44015 0.70623 1.72603
*
```

E_tot in Ha: -1567.97799
LUMO in hartree: 0.003
E_HOMO in eV: -8.71
Gap between HOMO and LUMO in eV: 8.79
Relative energy (zero: lowest compared OMol25 entry of this formula, charge and spin) in kJ/mol: 34.9


# 2
Density functional theory data (ωB97M-V/def2-TZVPD) for 3 unconnected molecules or ions with the total composition C4H14NO3S in a non-equilibrium geometry.

Structure (ORCA input):
```
! wB97M-V def2-TZVPD RIJCOSX def2/J DEFGRID3
* xyz 0 2
O -1.93200 1.45968 2.40234
C -1.92103 1.07084 1.25692
C -0.58390 0.63898 0.73738
C -0.73292 -0.83091 0.21632
C -1.53007 -1.26583 -1.11092
S -1.57273 -0.29630 -2.65005
N 0.39317 0.75570 1.92439
H -2.97489 0.89856 0.68557
H -0.30807 1.30102 -0.06194
H 0.27586 -1.18871 0.05198
H -1.14621 -1.58981 0.92290
H -2.51853 -1.23763 -0.69647
H -1.42524 -2.35140 -1.24843
H -0.58930 -0.98298 -3.27228
H -0.07027 0.54338 2.77921
H 0.66638 1.80901 1.89702
H 1.28354 0.12511 1.70403
H 2.39442 0.75919 -0.09137
H 1.92369 1.78564 -0.97065
O 1.86857 1.48996 -0.04750
H 3.36823 -0.58086 -1.91094
H 2.49957 -1.61358 -1.23938
O 2.63175 -0.69904 -1.27814
*
```

E_tot in Ha: -839.27599
LUMO (alpha / beta) in hartree: 0.001 / -0.006
E_HOMO (alpha / beta) in eV: -3.09 / -8.06
Gap between HOMO and LUMO (alpha / beta) in eV: 3.13 / 7.90
<S²>: 0.753
Relative energy (zero: lowest compared OMol25 entry of this formula, charge and spin) in kJ/mol: 230.3